Computed, not measured: a structure of composition C25H51BBrCaCl2CsN3O9PS2 at a distorted geometry, with ωB97M-V/def2-TZVPD.

## Properties
Frontier orbital gap   0.170 Eh
LUMO energy   -6.75 eV
Molar mass   967.41 u
Calculated total energy   -7178.46422 a.u.
Total charge   +2

```
97
Properties=species:S:1:pos:R:3:forces:R:3
C 2.96663 -1.96933 3.16614 -0.310 -1.057 -0.518
B 2.61677 -2.36362 1.59215 0.531 -0.251 0.928
O 3.28989 -3.46753 0.91200 -0.301 2.620 0.374
C 1.41715 -1.42967 0.90154 1.816 0.470 -1.688
O 0.17099 -1.85490 1.54445 -1.278 0.392 -2.391
S -1.16967 -1.70385 0.52824 -6.790 2.518 2.560
O -1.48049 -0.27544 0.08237 2.561 -4.243 0.657
O -2.40322 -2.18491 1.33504 4.895 0.690 -2.254
C -0.93960 -2.92600 -0.85924 2.309 -0.199 0.295
P -1.34637 -4.69528 -0.18089 -4.299 0.267 0.113
N -2.94317 -4.90615 -0.07027 1.155 1.123 -0.935
C 0.64542 -2.93560 -1.25358 0.081 1.027 -0.264
C 0.75857 -3.04535 -2.86754 -0.657 -0.858 -0.713
C 1.78605 -4.17804 -3.41712 0.482 0.092 -0.790
N 2.88319 -4.56309 -2.46881 -1.067 -0.332 -0.088
C 1.46336 -1.60906 -0.71095 0.719 -0.578 -0.454
O 1.11389 -0.38821 -1.44539 1.563 -0.696 0.787
C 2.28914 0.28800 -1.98254 0.203 1.444 -1.388
C 2.01574 1.89552 -2.22003 -1.139 0.108 -0.239
C 0.41337 2.24648 -2.30165 0.573 0.771 -0.618
C 2.62562 2.82768 -1.03897 0.120 -1.003 0.549
C 4.24450 2.96430 -1.03797 0.436 1.425 0.118
C 4.92453 3.07990 -2.50779 -0.280 0.529 0.183
C 4.57245 4.38676 -0.27028 -1.257 -2.713 -2.530
H 2.78354 -0.84685 3.38327 0.395 -1.966 -0.241
H 2.21042 -2.60627 3.80364 1.379 1.251 -0.957
H 4.03275 -2.33925 3.41521 -1.748 0.809 -0.139
H 3.94330 -3.15226 0.23431 -0.970 -0.586 0.835
H 1.67420 -0.30393 1.12024 -0.895 -1.970 -0.335
H -1.65330 -2.65836 -1.72567 1.093 -0.238 1.658
H -0.77823 -4.91589 1.12605 0.635 0.381 -0.916
H -0.85416 -5.72593 -1.05519 0.586 1.114 0.442
H -3.43610 -4.02997 -0.36067 0.540 -1.006 0.626
H 1.12049 -3.83337 -0.67683 -0.602 1.540 -1.299
H 1.01926 -2.05458 -3.40708 -0.508 -1.414 1.430
H -0.30589 -3.34923 -3.26697 1.984 0.664 0.694
H 1.21985 -5.13798 -3.76219 1.034 1.701 0.873
H 2.31652 -3.77570 -4.38533 -1.203 -0.615 1.770
H 3.20759 -3.77850 -1.87989 -0.489 -0.854 -0.506
H 2.61019 -5.39362 -1.90018 0.432 1.253 -0.473
H 2.58404 -1.82859 -0.98256 -1.980 0.248 0.603
H 2.49772 -0.13626 -3.05946 -0.114 0.494 2.123
H 3.23505 0.22871 -1.31629 -1.551 -0.346 -0.918
H 2.43704 2.16261 -3.28311 -0.478 -0.510 2.255
H 0.29796 3.13123 -3.06580 0.207 -1.568 1.538
H -0.22996 1.38403 -2.71866 1.091 1.334 1.054
H 0.07861 2.64154 -1.26581 0.210 -1.010 -1.768
H 2.11115 3.88305 -0.99674 1.035 -1.971 -0.446
H 2.32241 2.31067 -0.02776 0.421 0.953 -1.791
H 4.79794 2.14090 -0.43460 -1.192 1.211 -1.029
H 5.32488 2.05348 -2.87516 -0.725 1.912 0.557
H 5.78204 3.86414 -2.42488 -1.288 -1.632 -0.375
H 4.16032 3.51942 -3.27555 1.446 -0.914 1.392
H 5.71008 4.68731 -0.39120 -2.359 -1.193 -0.098
H 4.25158 4.37907 0.85622 -0.507 -2.627 -3.733
H 3.92586 5.20398 -0.82836 1.354 -1.410 1.175
C 7.21403 8.27334 0.44067 -0.398 -0.535 -0.978
C 6.59747 7.47844 -0.69916 -2.376 -3.126 -5.387
N 6.09698 6.83336 -1.62701 3.370 4.346 6.403
H 7.84141 9.07252 0.03958 -0.111 -0.141 -0.018
H 6.42556 8.71483 1.05714 0.106 0.064 -0.208
H 7.82850 7.61685 1.06428 0.007 0.081 -0.200
C -4.08813 2.24393 3.33149 -0.235 -0.065 -0.039
C -3.66860 1.56008 2.02991 0.083 -0.366 0.104
C -3.30505 2.65852 1.03110 -0.140 -0.455 -0.405
S -2.74710 4.05222 2.00205 -0.111 -0.096 0.000
O -3.68440 5.14020 1.82873 0.504 -0.072 -0.017
O -1.32105 4.22270 1.81506 -0.130 0.360 -0.073
C -3.03308 3.30834 3.59703 -0.118 -0.148 0.520
H -4.15845 1.53327 4.15891 0.004 0.100 -0.079
H -5.07023 2.71275 3.20298 0.096 -0.012 0.069
H -2.79379 0.92693 2.21618 -0.102 0.075 -0.061
H -4.46025 0.91745 1.63758 0.259 0.162 0.039
H -2.50524 2.34204 0.35842 -0.066 0.169 0.062
H -4.17488 2.97662 0.45157 0.116 0.088 0.107
H -3.35771 4.06753 4.30953 0.133 0.072 -0.166
H -2.09399 2.85744 3.92866 -0.062 0.094 -0.083
C 2.33345 -8.09881 -0.35562 0.344 -0.295 0.320
Cl 3.63623 -7.86417 -1.52611 -0.032 -0.048 0.125
Cl 0.79088 -7.51007 -0.99059 0.063 -0.127 0.048
H 2.24246 -9.16313 -0.13445 -0.049 0.226 -0.167
H 2.57325 -7.55123 0.55692 -0.085 -0.016 -0.262
O -6.30686 0.72284 0.12046 -2.062 0.885 3.113
C -6.92471 -0.00584 0.87005 1.229 1.811 -0.374
O -6.73691 -0.05770 2.21696 -0.136 0.169 -1.044
C -7.54998 -1.09690 2.76927 -0.009 -0.439 0.722
C -8.65278 -1.31659 1.76283 -0.875 -0.351 0.061
C -7.96604 -1.00827 0.45271 -1.068 -0.224 0.232
H -6.93037 -1.98825 2.90863 -0.013 0.097 -0.011
H -7.93988 -0.78182 3.73987 0.242 0.077 -0.160
H -9.08298 -2.31963 1.80714 0.060 0.120 0.115
H -9.45979 -0.59542 1.93313 0.111 -0.126 -0.025
H -7.46770 -1.89217 0.03575 0.169 0.060 0.457
H -8.65970 -0.57560 -0.27274 0.138 0.144 -0.156
Cs 5.15632 6.01667 1.46649 1.617 5.177 4.639
Br -5.44070 -0.95617 -1.25506 0.756 -3.257 -3.506
Ca -7.46808 -2.38327 -2.28226 1.476 0.944 0.585
```
Forces are in eV/Å.

***

Computed, not measured: a cluster of 2 separate species, C25H51BrN3O6PS in total at a distorted geometry, with ωB97M-V/def2-TZVPD.

## Properties
Frontier orbital gap   0.119 Eh
LUMO energy   -1.44 eV
Molar mass   632.64 u
Calculated total energy   -4911.94237 a.u.
Total charge   0

```
88
Properties=species:S:1:pos:R:3:forces:R:3
C 0.04118 5.39950 1.25895 -0.175 -0.040 0.022
C -0.54148 4.60726 0.08592 -0.133 0.550 0.500
O 0.24515 3.49850 -0.30301 -0.421 -0.192 -0.604
C 0.04476 2.38501 0.53747 0.428 0.302 0.449
C 0.80031 1.21170 -0.05874 0.366 0.961 -0.109
O 0.10117 -0.03372 0.07062 -0.510 -0.047 -1.294
N -0.47736 -0.44796 -1.11104 0.048 -0.646 0.367
C 0.33713 -0.92566 -2.03633 0.944 -0.396 0.177
N 1.68690 -1.02946 -1.85180 -0.166 0.101 -0.553
N -0.19339 -1.34450 -3.18580 -0.739 0.729 -0.261
C -1.51308 -0.78649 -3.56781 0.139 1.398 -0.677
C -1.12800 0.59487 -4.21054 0.078 -0.656 -0.100
P -2.17510 -1.71824 -5.05159 0.455 -0.894 -0.088
O -2.02805 -3.17760 -4.99610 -0.134 -0.428 0.168
C -2.50376 -0.65767 -2.35826 -0.625 -1.148 -0.329
Br -4.02685 -1.96316 -2.59708 0.149 0.076 0.024
C -3.27496 0.66447 -2.41054 0.635 0.490 0.313
C -2.54149 1.89233 -1.88768 -1.902 -1.147 -1.271
C -3.24018 3.26233 -2.30924 2.604 0.370 0.306
O -3.08921 2.54585 -0.89979 0.857 1.006 1.383
C -1.83219 -1.05695 -0.99307 -1.108 0.559 -0.016
C -1.77833 -2.55652 -0.65396 0.893 -0.546 -0.737
C -1.28522 -3.64347 -1.63943 0.159 -0.174 0.324
C 0.18662 -4.02249 -1.37891 -0.424 0.342 -0.263
S 1.05633 -4.72629 -2.78750 0.343 -0.419 -0.003
C -2.60405 -0.37939 0.15906 0.023 0.139 0.425
C -2.56478 -1.01774 1.54393 0.234 0.107 0.460
C -1.21162 -1.05353 2.23662 0.228 -0.220 0.600
C -0.77159 0.28923 2.80909 -0.606 -0.279 0.113
C 0.66423 0.29803 3.30209 0.067 0.641 -0.381
C 1.68383 -0.25272 2.31162 -0.014 -0.758 -0.271
C 2.93952 0.57359 2.23430 0.159 -0.538 0.830
O 3.84281 -0.00013 1.28504 -0.059 0.367 -0.211
C 3.96149 0.67468 0.07264 0.703 -0.029 -0.167
H -0.48940 5.20795 2.18605 -0.015 -0.128 0.160
H 1.08986 5.17198 1.42127 0.174 -0.025 -0.118
H -0.05383 6.46074 1.05745 0.079 0.206 0.024
H -0.65290 5.27049 -0.76617 0.282 -0.122 -0.347
H -1.55264 4.28984 0.34738 -0.092 -0.265 -0.071
H -1.01112 2.16775 0.71176 -0.089 0.194 -0.493
H 0.47242 2.60133 1.51981 -0.072 0.000 0.176
H 1.74595 1.08338 0.46126 -0.519 0.000 -0.279
H 1.05107 1.45981 -1.08868 -0.266 -0.189 -0.256
H 2.33146 -0.39921 -2.29616 -0.039 -0.106 -0.243
H 2.07800 -1.65761 -1.16746 -0.175 0.337 0.477
H 0.48587 -1.29935 -3.93669 0.066 -0.639 -0.023
H -0.47456 0.36830 -5.04867 0.163 0.083 -0.129
H -0.53918 1.20423 -3.53413 -0.207 0.240 0.163
H -1.97178 1.12476 -4.63618 -0.094 0.262 0.164
H -3.45393 -1.20141 -5.30442 0.083 0.353 0.132
H -1.38103 -1.21122 -6.09961 -0.093 0.379 0.108
H -4.17762 0.66107 -1.81658 -0.212 -0.349 0.048
H -3.58579 0.88989 -3.42130 -0.054 -0.321 -0.199
H -1.45970 1.90363 -1.89527 0.323 0.143 -0.224
H -2.21278 3.64356 -2.60062 -0.062 0.392 0.731
H -3.48720 4.21482 -1.83841 -1.767 -0.105 -0.775
H -2.75375 -2.85621 -0.31174 -0.304 0.197 0.137
H -1.10122 -2.63517 0.19289 -0.192 0.098 0.335
H -1.84424 -4.54318 -1.39817 -0.299 -0.066 -0.093
H -1.47966 -3.47254 -2.69003 0.017 0.214 -0.123
H 0.20637 -4.81660 -0.64066 0.144 -0.139 0.149
H 0.72186 -3.19863 -0.91427 0.247 0.039 -0.064
H 1.16186 -3.66262 -3.58981 -0.197 0.174 0.108
H -2.26120 0.64104 0.29095 0.084 0.134 -0.175
H -3.65137 -0.29103 -0.10521 -0.157 -0.188 -0.285
H -3.21464 -0.40316 2.16815 -0.128 0.147 0.022
H -3.01714 -2.00244 1.60086 -0.109 -0.173 -0.395
H -0.40642 -1.44123 1.61585 -0.250 -0.158 0.037
H -1.29013 -1.74825 3.07164 0.024 -0.151 0.126
H -0.98608 1.07886 2.08305 0.150 -0.276 0.307
H -1.42157 0.49545 3.66087 -0.146 0.174 0.067
H 0.75177 -0.20589 4.25906 0.185 -0.192 0.038
H 0.92667 1.34048 3.49513 0.031 0.169 0.260
H 1.28515 -0.41607 1.30067 0.441 -0.224 1.262
H 2.01038 -1.22654 2.66920 0.190 -0.099 0.152
H 3.36997 0.45907 3.22589 0.463 0.016 0.248
H 2.77324 1.64201 2.05070 -0.036 0.135 -0.311
H 3.49291 0.13032 -0.76159 -0.015 0.127 0.139
H 3.55984 1.69136 0.09985 0.013 0.059 0.007
H 5.01941 0.76058 -0.17878 0.129 -0.001 -0.038
C 5.26039 -2.10003 5.48190 0.083 -0.136 0.381
C 3.86843 -1.48365 5.74323 0.459 -0.213 0.019
O 3.32786 -0.94457 4.63008 -0.395 0.119 0.073
H 5.95731 -1.33960 5.12075 -0.061 0.035 -0.088
H 5.68389 -2.53435 6.40200 -0.026 0.028 -0.064
H 5.19569 -2.89647 4.73621 -0.049 0.058 -0.084
H 4.02107 -0.77303 6.59797 -0.076 0.142 -0.138
H 3.27141 -2.30626 6.21962 -0.132 0.027 -0.162
```
Forces are in eV/Å.